(1)
Density functional theory data (ωB97M-V/def2-TZVPD) for C12H25CdN5O6 as an isolated structure.

Kohn-Sham gap = 5.33 eV
DFT total energy = -1364.8816 a.u.
Maximum force = 0.058 Eh/bohr

Positions of all 49 atoms, in Å:
O1 -3.60896 -1.46511 -3.43847
H1 -3.57800 -1.50578 -4.41079
Cd1 -0.09062 -0.06034 -0.07558
N1 0.32345 -1.06117 1.82532
N2 -2.04258 -0.46771 0.53729
N3 1.91576 0.80873 -0.18488
N4 -0.30833 1.20609 -1.68899
O2 1.51627 -1.26420 2.25867
O3 2.98332 0.56675 0.68532
O4 -1.53166 1.37803 -2.32292
O5 -2.96612 0.14565 -0.06163
C1 -2.06804 -1.06122 1.70980
C2 -0.81538 -1.36317 2.40365
C3 1.96436 1.70793 -1.12892
C4 0.72627 1.96138 -1.90900
C5 -0.70176 -2.01757 3.72294
H2 -0.13466 -1.36853 4.40059
H3 -0.14068 -2.95452 3.61029
H4 -1.65827 -2.24337 4.18184
C6 -3.42906 -1.34632 2.20565
H5 -3.97110 -1.91268 1.43568
H6 -3.96728 -0.40268 2.35922
H7 -3.44501 -1.91488 3.12610
C7 3.21235 2.44390 -1.40248
C8 0.66940 3.00449 -2.95330
H8 4.09828 1.90403 -1.05132
H9 3.18740 3.42052 -0.91085
H10 3.31184 2.59614 -2.47494
H11 -0.35074 3.34983 -3.14766
H12 1.07814 2.60477 -3.88765
H13 1.26910 3.85724 -2.64882
H14 2.61859 -0.12161 1.33269
H15 -2.08488 0.60551 -2.02292
C9 -2.33735 -1.99003 -3.01186
H16 -2.37756 -2.25199 -1.93606
H17 -1.50972 -1.28912 -3.26018
H18 -2.15360 -2.92577 -3.56369
O6 1.14957 -1.92580 -0.77389
H19 1.57313 -1.03045 -0.87776
H20 0.86519 -1.98394 0.17181
C10 0.80458 2.61230 4.12725
C11 0.13568 3.39566 3.01281
C12 -0.24072 2.50062 1.97450
N5 -0.50187 1.77855 1.12800
H21 0.10906 1.88843 4.55955
H22 1.12820 3.29537 4.90764
H23 1.67753 2.07200 3.75188
H24 -0.76979 3.89446 3.34429
H25 0.81797 4.11345 2.56428

Here are the Mulliken charges for atoms 1 to 4, given in e:
1 O -0.5241
2 H 0.2999
3 Cd 0.4038
4 N 0.8111

=====

(2)
Density functional theory data (ωB97M-V/def2-TZVPD) for a 2-piece molecular cluster, C12H25ClN8O5P overall.

Kohn-Sham gap = 8.80 eV
DFT total energy = -2087.7449 a.u.
Net charge = +1
Maximum force = 0.084 Eh/bohr

Positions of all 52 atoms, in Å:
N1 3.64640 -3.93562 1.95692
C1 3.76744 -4.33407 0.76673
C2 3.31491 -3.46260 -0.37608
N2 2.47912 -2.36872 0.07997
C3 2.76633 -1.07257 0.13073
C4 4.04120 -0.40749 -0.24332
C5 5.29968 -0.98211 0.44610
C6 5.63665 -0.20679 1.71533
N3 5.02468 -0.65816 2.92281
O1 6.38958 0.72930 1.70892
N4 1.73179 -0.37277 0.57773
C7 0.76833 -1.25626 0.86710
N5 -0.40662 -0.90871 1.37402
N6 -0.58038 0.48275 1.56446
C8 -1.50705 -1.79140 1.74551
C9 -2.34295 -2.25894 0.57066
N7 -3.31666 -1.54430 0.20902
N8 1.19380 -2.51844 0.56451
Cl1 0.50014 -4.03096 0.64013
H1 4.01163 -4.63426 2.60180
H2 4.22928 -5.29480 0.53463
H3 2.78004 -4.02289 -1.14474
H4 4.18708 -3.04082 -0.87339
H5 3.93477 0.62466 0.08831
H6 4.18925 -0.37081 -1.32229
H7 5.20275 -2.03279 0.71812
H8 6.15122 -0.90294 -0.22744
H9 4.13297 -0.20113 3.08679
H10 4.83537 -1.65423 2.87280
H11 -1.30260 0.63661 2.25237
H12 -0.81690 0.92069 0.68076
H13 -2.18895 -1.29247 2.42869
H14 -1.12359 -2.65222 2.29409
H15 -2.12705 -3.20578 0.07212
H16 -3.80459 -1.97771 -0.57492
C10 -3.36831 4.01016 -3.57334
O2 -2.81476 3.69735 -2.27865
P1 -3.78438 3.69798 -0.99152
O3 -2.91870 3.66606 0.19027
O4 -4.49349 2.27099 -1.29126
C11 -3.72852 1.11207 -0.97011
O5 -5.15195 4.43476 -0.62704
C12 -5.71802 5.41715 -1.52572
H17 -2.58453 3.85471 -4.30861
H18 -4.20903 3.35242 -3.80345
H19 -3.68874 5.05075 -3.61679
H20 -2.92828 1.34523 -0.26961
H21 -3.29675 0.70087 -1.88829
H22 -4.39149 0.38070 -0.52963
H23 -5.93812 4.97491 -2.49849
H24 -5.04009 6.26263 -1.64720
H25 -6.64193 5.76999 -1.07951

Here are the Mulliken charges for atoms 1 to 4, given in e:
1 N -0.4017
2 C -0.0882
3 C -1.0511
4 N 0.3204

=====

> The lowest DFT total energy belongs to which entry?

C12H25ClN8O5P

=====

> The highest maximum force belongs to which entry?

C12H25ClN8O5P

=====

> Among the records above, which one has the highest Kohn-Sham gap?

C12H25ClN8O5P

=====

> Among the records above, which one has the lowest maximum force?

C12H25CdN5O6